No. 1
Below is C39H45N6O8OsP2S2Se as an isolated structure, with properties calculated with wB97M-V/def2-TZVPD.

Geometry as XYZ:
```
104
Properties=species:S:1:pos:R:3:forces:R:3:lowdin_spin:R:1
Os 0.221772 -0.657360 0.691378 -0.38 0.06 -0.20 0.846
Se -4.159862 -6.924773 1.107503 0.02 -0.01 0.02 0.000
N -4.146687 -5.383964 2.000151 -0.03 0.02 -0.02 -0.002
C -3.161265 -4.672887 1.526146 0.00 -0.04 0.00 0.000
C -2.822131 -3.340856 2.017093 0.08 0.03 -0.06 -0.002
C -3.506489 -2.684922 3.036515 -0.03 0.01 0.02 0.009
C -3.082941 -1.429942 3.421390 0.00 0.00 0.00 -0.001
C -1.975804 -0.860187 2.807472 0.03 -0.04 0.02 0.014
N -1.310375 -1.485363 1.836338 0.17 0.00 0.03 0.013
C -1.737406 -2.697211 1.429029 -0.06 -0.05 0.10 0.006
C -0.980437 -3.301660 0.350418 0.01 -0.04 -0.11 -0.002
N 0.024482 -2.549776 -0.138913 0.05 0.03 0.00 -0.001
C 0.819079 -3.065224 -1.074828 0.00 0.01 -0.02 -0.004
C 0.605014 -4.334681 -1.598094 0.01 0.00 0.00 0.001
C -0.444286 -5.099026 -1.131607 -0.03 -0.02 0.00 -0.004
C -1.257189 -4.578583 -0.127460 0.03 0.05 0.04 0.001
C -2.382716 -5.288805 0.471168 -0.01 -0.01 0.02 0.000
N -2.751328 -6.486584 0.109927 -0.02 0.01 -0.03 0.001
H -4.353402 -3.167402 3.505623 0.00 0.00 0.00 0.001
H -3.588749 -0.880711 4.202207 0.01 0.00 0.00 0.000
H -1.593590 0.105338 3.098915 0.02 0.05 0.02 0.001
H 1.626562 -2.425911 -1.403360 0.00 0.03 -0.02 0.000
H 1.268678 -4.705984 -2.365796 0.00 0.00 0.00 0.000
H -0.643658 -6.088702 -1.519693 0.00 0.00 0.01 0.000
C 5.257836 -2.937104 2.941647 0.01 0.00 0.00 0.000
C 4.897989 -1.510102 3.293993 0.02 -0.03 -0.01 0.000
O 3.675990 -1.420949 4.048691 -0.06 0.02 -0.06 0.000
P 2.226095 -1.714466 3.476293 -0.08 0.10 0.10 0.005
S 0.853728 -0.762740 4.447738 -0.01 0.00 -0.08 0.010
S 2.319598 -1.485811 1.433519 -0.03 0.00 0.09 0.004
O 2.156340 -3.307968 3.718437 -0.08 -0.16 -0.06 0.004
C 0.966171 -4.005535 3.340180 0.09 0.03 -0.06 0.000
C 1.166075 -5.474462 3.630546 0.02 0.03 0.01 0.000
H 6.241322 -2.953795 2.468588 0.00 0.00 0.00 0.000
H 4.534574 -3.364404 2.247122 0.01 0.00 0.01 0.000
H 5.288734 -3.558412 3.836530 0.00 0.00 0.00 0.000
H 4.804330 -0.890413 2.401435 -0.01 0.01 -0.01 0.000
H 5.647120 -1.063787 3.945359 0.00 0.00 0.00 0.000
H 0.786021 -3.842131 2.267405 0.05 -0.01 0.14 0.000
H 0.120814 -3.597345 3.902082 0.01 0.02 0.01 0.000
H 2.000480 -5.870412 3.051825 0.01 0.00 0.00 0.000
H 0.265498 -6.032207 3.369395 -0.03 -0.02 -0.01 0.000
H 1.373746 -5.628939 4.689125 0.00 0.00 0.00 0.000
O 1.479209 2.672887 2.572575 -0.24 -0.03 -0.04 0.002
C 0.462066 2.488240 1.962947 0.33 0.16 -0.06 0.001
N -0.511988 3.425381 1.668211 -0.06 -0.02 0.06 0.002
C -1.569667 2.932686 0.804011 0.01 0.12 0.03 0.000
C -1.060197 1.514732 0.671728 0.04 -0.09 0.12 0.003
O -1.500027 0.549777 -0.019200 0.17 -0.06 0.03 0.009
N 0.006589 1.278883 1.398418 -0.18 -0.07 0.17 0.014
C -1.646642 3.600100 -0.570947 -0.06 -0.01 -0.01 0.000
C -2.623125 3.183498 -1.470931 0.02 0.01 -0.02 0.000
C -2.697317 3.744045 -2.736357 -0.01 0.06 0.06 0.000
C -1.804957 4.739283 -3.110332 0.00 -0.01 0.02 0.000
C -0.828869 5.151753 -2.217178 -0.01 -0.02 -0.02 0.000
C -0.741738 4.576010 -0.957653 0.04 0.03 0.00 0.000
C -2.932829 2.960736 1.508718 0.01 -0.05 -0.03 0.000
C -3.272172 4.067583 2.279190 -0.02 0.03 -0.02 0.000
C -4.504406 4.141304 2.907743 0.02 0.01 0.01 0.000
C -5.417364 3.103559 2.779984 -0.01 -0.02 -0.02 0.000
C -5.085982 1.995654 2.016570 -0.01 0.01 0.02 0.000
C -3.851256 1.923185 1.383098 0.02 0.00 0.02 0.000
H -0.339112 4.395387 1.856776 0.02 0.01 -0.04 0.000
H -3.320870 2.404787 -1.190614 -0.02 0.02 0.01 0.000
H -3.457370 3.405624 -3.429015 -0.02 0.00 -0.01 0.000
H -1.864512 5.182467 -4.096064 0.00 0.00 -0.01 0.000
H -0.112408 5.909939 -2.506894 0.00 0.01 0.00 0.000
H 0.073835 4.853002 -0.305033 -0.03 0.00 0.02 0.000
H -2.570597 4.884120 2.392862 0.00 0.00 0.00 0.000
H -4.751365 5.011728 3.501777 0.00 0.00 0.00 0.000
H -6.379452 3.160655 3.272354 0.00 0.00 0.00 0.000
H -5.790158 1.179745 1.908744 0.00 0.00 0.00 0.000
H -3.603442 1.050681 0.792147 -0.01 0.02 -0.01 0.000
C 0.974423 -0.410638 -4.288160 -0.01 0.04 0.11 0.000
C -0.144777 0.456323 -3.723327 -0.30 -0.22 0.03 0.000
C -0.794528 1.275637 -4.829502 -0.08 0.00 0.04 0.000
C -1.188147 -0.377831 -2.990494 -0.15 -0.09 -0.09 -0.001
O 0.324898 1.434282 -2.785941 0.45 0.35 -0.04 0.001
P 1.401479 1.313402 -1.621305 -0.09 0.08 0.14 0.007
O 1.263777 2.508659 -0.776421 0.20 0.03 0.00 0.001
O 1.213253 -0.076138 -0.962004 0.21 -0.17 -0.03 0.060
O 2.829221 1.135783 -2.304628 -0.21 -0.03 -0.05 0.003
C 3.705689 2.243044 -2.667531 0.05 0.05 0.00 0.000
C 4.762990 1.600702 -3.551778 -0.02 -0.01 0.00 0.000
C 4.330235 2.807142 -1.399274 -0.01 0.01 -0.01 0.000
C 2.938359 3.311295 -3.436463 -0.02 -0.02 0.01 0.000
H 0.546151 -1.132142 -4.986466 0.01 0.01 0.00 0.000
H 1.497965 -0.950304 -3.498486 -0.02 -0.01 0.01 0.000
H 1.704690 0.197293 -4.820307 0.04 0.04 -0.02 0.000
H -1.257448 0.619204 -5.567541 0.00 -0.02 -0.02 0.000
H -0.048010 1.893812 -5.328532 0.02 0.03 -0.01 0.000
H -1.559409 1.931580 -4.406091 0.10 -0.09 -0.04 0.000
H -1.653583 -1.088630 -3.675028 -0.03 -0.05 -0.03 0.000
H -1.960532 0.277247 -2.575793 0.12 -0.09 -0.05 0.000
H -0.729931 -0.923824 -2.164263 -0.07 0.04 -0.13 0.000
H 5.268033 0.800735 -3.010015 0.00 0.00 0.00 0.000
H 5.503416 2.343430 -3.851894 0.00 0.00 0.01 0.000
H 4.307248 1.180665 -4.449779 0.00 0.00 0.00 0.000
H 4.867782 2.021642 -0.866622 0.00 -0.01 0.00 0.000
H 3.561671 3.209809 -0.742453 0.00 0.01 0.01 0.000
H 5.035940 3.599680 -1.656714 0.00 -0.01 0.00 0.000
H 2.475617 2.884530 -4.328288 -0.01 0.00 0.00 0.000
H 3.629239 4.096205 -3.748498 0.00 0.00 0.00 0.000
H 2.160679 3.756137 -2.815468 0.00 0.00 0.00 0.000
```
Forces are in eV/Å.

## Properties
Frontier orbital gap (alpha / beta)   6.4455 / 6.3326 eV
Energy above the lowest of the compared OMol25 structures with the same formula, charge and spin   0.00 kJ/mol
Charge   0
2S+1   2



No. 2
Below is an isolated ion of composition C7H10N5 and charge +1, with properties calculated with wB97M-V/def2-TZVPD.

Geometry as XYZ:
```
22
Properties=species:S:1:pos:R:3:forces:R:3:mulliken_charge:R:1
C -1.501029 -2.700887 -1.080995 0.18 -0.20 -0.01 -0.426
C -0.337346 -3.453229 -1.026752 -0.15 0.25 0.06 -0.415
C -1.493637 -1.409861 -0.580407 0.47 0.39 0.34 -0.281
C 0.796809 -2.893160 -0.428666 0.02 -0.33 -0.22 -0.351
C -0.296357 -0.929462 -0.026386 0.14 -1.92 -0.58 0.616
C 0.791412 2.011406 1.485624 -0.47 0.37 0.45 -0.008
C -0.519807 2.649100 1.308551 -0.25 0.75 0.93 -0.657
N 0.821778 -1.677047 0.056282 -0.15 0.65 0.33 -0.446
N 0.773497 0.674998 1.140858 -0.28 -0.92 -0.50 0.120
N 0.471387 2.966247 0.309198 0.64 0.90 0.06 0.207
N -0.232841 0.352293 0.415192 0.20 0.16 0.44 -0.352
N 0.274667 2.510398 -0.974473 -0.22 -0.14 -1.21 -0.604
H -2.403856 -3.110077 -1.509033 -0.04 -0.02 -0.04 0.426
H -0.291947 -4.448721 -1.438429 -0.03 -0.09 0.01 0.382
H -2.378093 -0.793185 -0.566219 -0.06 0.11 -0.08 0.417
H 1.722889 -3.447068 -0.357108 0.01 -0.12 -0.03 0.410
H 1.594306 2.329502 2.144996 -0.04 -0.03 -0.13 0.451
H -0.814048 3.481099 1.936734 0.16 0.15 -0.08 0.240
H 1.512837 -0.008077 1.343089 -0.08 0.07 -0.22 0.336
H 0.970351 3.867134 0.300530 -0.23 -0.30 0.06 0.324
H 1.093398 2.102227 -1.417285 -0.03 0.05 0.26 0.266
H -0.554368 1.926373 -1.035299 0.20 0.22 0.15 0.345
```
Forces are in eV/Å.

## Properties
Frontier orbital gap (alpha / beta)   5.5842 / 7.3256 eV
Energy above the lowest of the compared OMol25 structures with the same formula, charge and spin   559.61 kJ/mol
Charge   +1



No. 3
Below is a 6-piece molecular cluster, C2H16O5S overall, with properties calculated with wB97M-V/def2-TZVPD.

Geometry as XYZ:
```
24
Properties=species:S:1:pos:R:3:forces:R:3:mulliken_charge:R:1
C -0.323021 1.963777 -2.722541 -1.72 -0.28 -0.34 -1.165
C 0.194721 2.458512 -1.397629 0.87 -1.43 0.10 0.084
S 1.632801 3.566967 -1.343553 0.00 0.61 -0.72 -0.255
H 0.370003 1.612154 -3.479211 0.45 0.47 0.05 0.383
H -1.079964 2.644783 -3.128239 0.57 0.25 -0.39 0.336
H -0.953961 1.075862 -2.542648 0.27 0.07 0.27 0.286
H -0.640139 2.806570 -0.797555 0.17 0.40 0.10 0.285
H 0.616118 1.582376 -0.909892 -0.37 0.01 0.30 -0.057
H 1.920670 3.617101 -2.674117 -0.27 -0.06 0.54 0.107
O -1.038595 -0.476588 3.317546 -0.10 -0.32 0.11 -0.665
H -1.851382 0.037311 3.406351 0.42 0.06 -0.18 0.318
H -0.415422 -0.016951 2.732641 -0.22 0.22 -0.10 0.403
O 0.506249 -3.073985 1.194190 -0.33 0.40 -0.51 -0.656
H 0.975089 -3.886273 1.014966 0.08 -0.44 0.00 0.296
H -0.361173 -3.155361 0.745709 0.44 -0.24 0.62 0.365
O 0.860973 0.596440 1.316124 0.62 0.16 0.91 -0.689
H 1.729682 0.544183 1.750762 -0.43 0.30 0.05 0.330
H 0.992608 -0.020352 0.598594 -0.18 -0.53 -0.83 0.333
O -2.214170 -2.757740 1.799249 0.83 0.35 0.04 -0.677
H -1.492492 -2.477975 2.399756 -0.47 -0.35 0.21 0.355
H -2.223339 -1.962997 1.259766 -0.57 0.18 -0.24 0.310
O 1.128377 -1.288966 -1.034649 -1.24 1.15 -0.76 -0.664
H 1.509200 -1.954470 -0.484316 0.09 -0.92 0.77 0.330
H 0.157168 -1.434378 -1.021302 1.08 -0.06 0.02 0.305
```
Forces are in eV/Å.

## Properties
SMILES   CCS.O.O.O.O.O
Frontier orbital gap   8.8460 eV
Energy above the lowest of the compared OMol25 structures with the same formula, charge and spin   77.38 kJ/mol
Charge   0